Entry 1:
Density functional theory data (ωB97M-V/def2-TZVPD) for 2 unconnected molecules or ions with the total composition C3H2F4 at a distorted geometry.

```
9
Properties=species:S:1:pos:R:3:forces:R:3:lowdin_charge:R:1
C -1.573 -0.140 -0.179 0.86 0.51 2.17 0.109
C -0.592 0.673 0.004 1.46 2.42 -1.67 -0.497
C 1.580 -0.964 0.150 -0.42 -0.89 0.02 -0.118
F 0.230 1.193 -0.943 -0.98 -0.27 0.39 0.075
F -0.282 1.278 1.125 0.23 -0.38 0.71 0.131
F 2.281 -0.450 1.106 0.44 0.36 -0.08 0.093
F 2.101 -0.564 -0.964 0.53 0.11 0.09 0.084
H -1.906 -0.506 -1.054 -0.76 -1.22 -2.79 0.048
H -1.839 -0.520 0.755 -1.36 -0.65 1.16 0.075
```
Positions in Å, forces in eV/Å.

## Properties
**HOMO**: -0.3708 Ha
**Charge**: 0
**Relative energy (zero: lowest compared OMol25 entry of this formula, charge and spin)**: 3.2742 eV
**Kohn-Sham gap**: 0.376 Eh
**LUMO energy**: 0.139 eV



Entry 2:
Density functional theory data (ωB97M-V/def2-TZVPD) for C3H2F4 in the gas phase at a distorted geometry.

```
9
Properties=species:S:1:pos:R:3:forces:R:3:lowdin_charge:R:1
C -0.620 0.470 1.249 0.62 -1.07 -1.09 0.137
C -0.565 -0.209 0.087 1.05 2.00 2.01 -0.310
F -1.555 -0.889 -0.349 -1.81 -1.81 -1.26 0.141
C 0.645 -0.185 -0.845 1.04 -0.75 -1.85 -0.450
F 1.742 0.255 -0.201 -0.63 -0.52 -0.35 0.132
F 0.514 0.626 -1.954 -0.29 -0.93 1.37 0.112
F 0.928 -1.476 -1.389 -0.69 2.42 1.43 0.075
H -1.377 0.377 2.062 0.57 0.24 -1.20 0.101
H 0.287 1.031 1.339 0.14 0.41 0.94 0.062
```
Positions in Å, forces in eV/Å.

## Properties
**HOMO**: -0.3943 Ha
**Charge**: 0
**Relative energy (zero: lowest compared OMol25 entry of this formula, charge and spin)**: 0.5267 eV
**Kohn-Sham gap**: 0.425 Eh
**LUMO energy**: 0.831 eV



Entry 3:
Density functional theory data (ωB97M-V/def2-TZVPD) for C3H2F4 in the gas phase at a distorted geometry.

```
9
Properties=species:S:1:pos:R:3:forces:R:3:lowdin_charge:R:1
C -1.375 0.041 0.649 -5.54 -0.17 6.77 0.107
C -0.459 0.029 -0.293 9.92 -0.02 -8.73 -0.203
C 1.153 0.036 -0.224 -2.30 0.22 -0.96 -0.575
F -0.808 -0.408 -1.536 -0.38 -0.31 1.00 0.079
F 1.754 -0.483 -1.323 -0.94 0.72 0.14 0.133
F 1.726 -0.576 0.773 0.05 -1.20 1.84 0.169
F 1.489 1.318 -0.071 0.47 0.88 -0.41 0.137
H -2.374 -0.054 0.344 -1.20 0.14 -0.01 0.069
H -1.105 0.100 1.682 -0.10 -0.28 0.36 0.084
```
Positions in Å, forces in eV/Å.

## Properties
**HOMO (spin up / spin down)**: -0.2414 / -0.4824 Ha
**Charge**: 0
**Relative energy (zero: lowest compared OMol25 entry of this formula, charge and spin)**: 0.0000 eV
**Kohn-Sham gap (spin up / spin down)**: 0.276 / 0.372 Eh
**2S+1**: 3
**LUMO energy (spin up / spin down)**: 0.954 / -2.990 eV